Entry 1:
Formula: C42H108O36S10
Source: OMol25
Level of theory: the ωB97M-V functional and the def2-TZVPD basis

total energy: -227358.326 eV
HOMO level: -0.35250 hartree
relative energy (zero: lowest compared OMol25 entry of this formula, charge and spin): 0.0 kcal/mol
Kohn-Sham gap: 9.36 eV

Positions of all 196 atoms, in Å:
C 27.575 -6.971 19.242
C 26.329 -6.827 20.065
O 25.338 -6.062 19.379
S 23.808 -6.184 19.819
C 23.929 -5.265 21.367
O 22.975 -5.492 18.885
O 23.535 -7.556 20.097
H 28.400 -7.390 19.821
H 27.931 -6.033 18.817
H 27.469 -7.673 18.411
H 25.969 -7.786 20.439
H 26.612 -6.293 20.983
H 24.963 -5.307 21.694
H 23.491 -6.023 22.028
H 23.374 -4.340 21.462
C 20.157 3.974 14.733
C 18.708 3.774 14.372
O 17.936 3.902 15.604
S 17.336 5.330 16.014
C 17.845 5.515 17.712
O 18.034 6.307 15.232
O 15.911 5.279 15.931
H 20.460 3.466 15.651
H 20.430 5.025 14.813
H 20.834 3.543 13.999
H 18.381 4.507 13.636
H 18.450 2.783 14.007
H 17.107 5.097 18.388
H 18.010 6.572 17.900
H 18.778 4.960 17.784
C 23.161 2.978 11.135
C 22.903 3.157 12.621
O 24.184 3.124 13.284
S 24.234 3.656 14.805
C 23.344 2.354 15.632
O 25.624 3.620 15.107
O 23.511 4.878 14.895
H 22.267 3.226 10.562
H 23.346 1.909 11.031
H 24.012 3.508 10.715
H 22.407 4.090 12.875
H 22.324 2.280 12.923
H 24.057 1.542 15.786
H 22.601 2.012 14.919
H 22.966 2.596 16.620
C 12.268 -8.683 11.548
C 13.496 -8.092 12.202
O 14.037 -6.950 11.547
S 15.509 -6.476 11.907
C 15.327 -5.780 13.549
O 16.353 -7.624 12.002
O 15.806 -5.412 11.012
H 12.470 -9.215 10.625
H 11.467 -7.953 11.411
H 11.849 -9.316 12.334
H 13.330 -7.910 13.270
H 14.232 -8.903 12.242
H 15.093 -6.611 14.207
H 14.542 -5.039 13.414
H 16.266 -5.300 13.804
C 13.946 -4.051 20.104
C 13.754 -2.795 19.237
O 13.313 -3.190 17.904
S 13.143 -1.988 16.858
C 14.775 -2.085 16.162
O 12.153 -2.407 15.945
O 13.025 -0.752 17.568
H 13.165 -3.967 20.856
H 14.958 -4.048 20.499
H 13.763 -4.987 19.580
H 12.963 -2.191 19.672
H 14.672 -2.225 19.094
H 15.070 -1.420 15.357
H 14.918 -3.120 15.852
H 15.437 -1.926 17.015
C 20.140 -5.024 9.305
C 21.152 -5.115 10.436
O 21.930 -6.314 10.340
S 22.288 -7.024 11.729
C 23.464 -5.804 12.369
O 21.176 -7.093 12.631
O 22.986 -8.229 11.423
H 20.586 -5.550 8.458
H 19.992 -4.000 8.967
H 19.186 -5.471 9.575
H 21.729 -4.184 10.434
H 20.674 -5.073 11.419
H 23.652 -6.067 13.405
H 22.991 -4.842 12.211
H 24.381 -5.920 11.799
C 26.111 0.963 10.945
C 25.559 -0.189 11.765
O 24.141 -0.295 11.689
S 23.409 -1.641 12.158
C 23.170 -1.289 13.877
O 22.208 -1.689 11.400
O 24.402 -2.673 12.070
H 25.951 1.939 11.407
H 25.757 0.971 9.913
H 27.203 0.972 10.890
H 26.037 -1.140 11.550
H 25.856 0.163 12.763
H 22.599 -2.100 14.328
H 22.661 -0.330 13.977
H 24.152 -1.121 14.316
C 19.830 -2.663 18.980
C 21.213 -2.630 19.578
O 21.820 -1.389 19.088
S 23.233 -1.010 19.671
C 24.267 -2.077 18.695
O 23.493 0.372 19.427
O 23.402 -1.392 21.046
H 19.916 -2.530 17.900
H 19.211 -1.821 19.295
H 19.306 -3.597 19.175
H 21.195 -2.450 20.653
H 21.733 -3.553 19.327
H 23.809 -3.062 18.684
H 25.245 -2.079 19.167
H 24.313 -1.726 17.666
C 16.887 -8.919 20.145
C 17.563 -7.830 19.338
O 17.279 -7.934 17.944
S 18.185 -7.056 16.969
C 19.762 -7.867 17.171
O 17.671 -7.231 15.654
O 18.221 -5.718 17.483
H 17.364 -9.892 20.016
H 15.851 -9.025 19.823
H 16.964 -8.688 21.206
H 17.343 -6.842 19.745
H 18.638 -7.955 19.527
H 20.277 -7.812 16.212
H 19.634 -8.883 17.525
H 20.421 -7.268 17.800
C 14.612 0.952 22.159
C 15.136 0.586 20.806
O 15.960 1.677 20.296
S 16.387 1.516 18.771
C 14.926 2.162 17.926
O 17.385 2.470 18.438
O 16.472 0.120 18.464
H 13.903 0.198 22.513
H 13.868 1.755 22.081
H 15.379 1.222 22.876
H 15.732 -0.327 20.866
H 14.375 0.395 20.047
H 14.943 3.244 17.888
H 13.986 1.628 18.048
H 15.168 1.796 16.917
C 23.226 -10.957 17.650
O 24.005 -10.396 16.620
C 23.495 -9.175 16.174
C 24.274 -8.726 14.937
O 25.573 -8.236 15.139
C 25.635 -7.093 15.962
C 26.764 -6.217 15.473
O 26.406 -5.759 14.195
C 27.287 -4.786 13.658
H 23.651 -11.831 18.132
H 22.247 -11.231 17.230
H 23.017 -10.187 18.405
H 23.622 -8.410 16.957
H 22.442 -9.182 15.858
H 23.746 -7.946 14.380
H 24.210 -9.624 14.319
H 25.778 -7.479 16.976
H 24.732 -6.467 15.939
H 27.662 -6.848 15.382
H 27.048 -5.462 16.220
H 28.352 -5.020 13.738
H 27.027 -3.814 14.083
H 27.081 -4.808 12.587
C 21.651 -5.086 15.770
O 21.383 -4.260 14.660
C 20.015 -4.271 14.271
C 19.192 -3.251 15.038
O 19.599 -1.919 14.863
C 18.737 -1.029 15.516
C 19.208 0.389 15.431
O 20.434 0.697 16.059
C 20.229 1.056 17.400
H 21.183 -6.068 15.735
H 21.296 -4.586 16.685
H 22.730 -5.128 15.913
H 19.548 -5.254 14.314
H 20.020 -3.791 13.286
H 19.375 -3.434 16.114
H 18.122 -3.490 14.970
H 18.579 -1.340 16.559
H 17.725 -1.027 15.078
H 18.427 1.104 15.737
H 19.335 0.750 14.403
H 19.502 1.875 17.391
H 21.184 1.254 17.886
H 19.785 0.328 18.096

---

Entry 2:
Formula: C4H8N2O
Source: OMol25
Level of theory: the ωB97M-V functional and the def2-TZVPD basis

total energy: -9303.907 eV
HOMO level: -0.32301 hartree
relative energy (zero: lowest compared OMol25 entry of this formula, charge and spin): 57.3 kcal/mol
Kohn-Sham gap: 9.30 eV

Positions of all 15 atoms, in Å:
H 0.333 1.049 1.340
N 1.290 0.710 1.314
C 1.664 0.225 0.226
C 3.052 -0.305 0.055
O 0.852 0.139 -0.875
H 3.569 0.245 -0.731
H 3.022 -1.360 -0.218
H 3.594 -0.191 0.988
H 1.311 -0.257 -1.625
C -3.929 -0.552 0.084
C -2.890 0.196 -0.106
N -2.025 1.037 -0.218
H -4.092 -1.049 1.022
H -4.653 -0.705 -0.695
H -1.098 0.817 -0.560

---

Entry 3:
Formula: C7H6N2O3P
Source: OMol25
Level of theory: the ωB97M-V functional and the def2-TZVPD basis

total energy: -25771.161 eV
HOMO level: -0.17079 hartree
total charge: -1
Kohn-Sham gap: 7.68 eV

Positions of all 19 atoms, in Å:
O 0.314 1.249 3.546
P -0.945 0.933 2.985
O -2.199 1.779 2.987
O -1.461 -0.522 3.676
C -0.608 0.476 1.262
C -0.150 -0.841 0.805
N 0.228 -0.587 -0.489
C 0.935 -1.465 -1.298
C 1.309 -1.036 -2.530
C 1.079 0.275 -2.853
C 0.327 1.124 -2.052
C -0.052 0.704 -0.769
N -0.680 1.340 0.237
H -2.367 -0.220 3.604
H -0.090 -1.862 1.183
H 1.096 -2.441 -0.912
H 1.760 -1.718 -3.241
H 1.383 0.572 -3.876
H 0.123 2.239 -2.266

---

Entry 4:
Formula: C33H42IN12O4P
Source: OMol25
Level of theory: the ωB97M-V functional and the def2-TZVPD basis

total energy: -78360.345 eV
HOMO level: -0.31467 hartree
Kohn-Sham gap: 7.54 eV

Positions of all 93 atoms, in Å:
C -1.614 2.988 -0.129
P -0.318 2.361 0.950
O 0.815 3.551 0.756
C 0.284 0.958 -0.101
C -0.290 0.568 -1.313
C 0.157 -0.547 -2.039
C 1.233 -1.303 -1.598
C 1.822 -0.905 -0.413
C 1.357 0.176 0.322
C 2.202 0.310 1.520
O 2.237 1.204 2.321
N 3.077 -0.839 1.589
C 2.761 -1.763 2.674
C 3.821 -2.832 2.901
O 3.551 -3.937 3.237
I 5.873 -2.238 2.686
C 2.996 -1.470 0.292
O 3.792 -2.251 -0.142
H -2.433 2.269 -0.109
H -1.280 3.066 -1.163
H -1.970 3.974 0.152
H 1.542 3.391 1.370
H -1.129 1.121 -1.713
H -0.334 -0.808 -2.966
H 1.623 -2.155 -2.139
H 1.834 -2.303 2.451
H 2.674 -1.217 3.615
C 3.465 0.617 -4.273
C 2.059 0.711 -4.637
N 0.941 0.729 -4.897
H 3.570 0.035 -3.361
H 4.024 0.125 -5.068
H 3.890 1.603 -4.105
C -0.813 6.799 1.782
C -2.084 6.193 1.421
N -3.075 5.707 1.109
H -0.786 7.018 2.848
H 0.002 6.117 1.543
H -0.667 7.728 1.232
C 2.674 -6.865 3.943
C 1.505 -7.725 4.032
N 0.585 -8.408 4.110
H 2.863 -6.367 4.892
H 3.559 -7.445 3.689
H 2.541 -6.103 3.180
C 5.753 1.665 -0.562
C 4.394 1.766 -1.075
N 3.317 1.826 -1.470
H 5.767 1.084 0.360
H 6.398 1.173 -1.289
H 6.154 2.655 -0.355
C -2.096 2.451 -4.959
C -2.708 2.836 -3.697
N -3.180 3.150 -2.698
H -1.606 1.482 -4.868
H -2.841 2.395 -5.750
H -1.341 3.176 -5.254
C -5.842 4.674 -0.940
C -7.024 5.468 -1.235
N -7.956 6.096 -1.469
H -5.370 5.001 -0.015
H -6.091 3.619 -0.832
H -5.106 4.755 -1.737
C -3.716 -1.109 -0.294
C -4.343 0.185 -0.511
N -4.836 1.209 -0.675
H -3.006 -1.053 0.532
H -4.469 -1.864 -0.063
H -3.171 -1.423 -1.184
C -0.517 4.422 -8.181
C -1.929 4.407 -7.830
N -3.041 4.391 -7.549
H -0.128 3.406 -8.235
H -0.372 4.900 -9.149
H 0.055 4.972 -7.436
C -5.853 -4.584 -2.662
C -6.068 -3.781 -1.468
N -6.242 -3.143 -0.531
H -6.661 -5.303 -2.785
H -5.818 -3.949 -3.545
H -4.914 -5.130 -2.587
C 2.226 0.664 5.788
C 2.049 1.543 6.933
N 1.910 2.235 7.837
H 1.498 -0.146 5.815
H 2.095 1.211 4.855
H 3.227 0.231 5.792
C 1.867 -10.298 7.463
C 2.703 -9.112 7.353
N 3.348 -8.170 7.242
H 2.413 -11.179 7.134
H 1.554 -10.448 8.495
H 0.981 -10.186 6.840